{
  "formula": "C31H61BBrF2IN9O13S3",
  "method": "ωB97M-V/def2-TZVPD",
  "total_charge": 1,
  "total_energy_ev": -189902.6619,
  "lumo_energy_ev": -3.4851,
  "elements": ["C", "O", "B", "O", "C", "O", "C", "C", "N", "C", "C", "C", "O", "N", "C", "N", "C", "O", "F", "C", "O", "F", "C", "Br", "C", "N", "N", "C", "C", "C", "I", "C", "C", "N", "N", "N", "C", "N", "C", "O", "H", "H", "H", "H", "H", "H", "H", "H", "H", "H", "H", "H", "H", "H", "H", "H", "H", "H", "H", "H", "H", "H", "H", "H", "H", "H", "H", "H", "H", "H", "H", "H", "H", "H", "H", "H", "H", "C", "C", "C", "S", "O", "O", "C", "H", "H", "H", "H", "H", "H", "H", "H", "C", "C", "C", "S", "O", "O", "C", "H", "H", "H", "H", "H", "H", "H", "H", "C", "C", "C", "S", "O", "O", "C", "H", "H", "H", "H", "H", "H", "H", "H"],
  "positions_angstrom": [[-1.785324, 0.876694, -3.464531], [-0.948920, 0.537064, -2.268612], [0.425767, 0.175589, -2.715952], [0.532975, -0.129883, -4.181948], [1.743802, 0.059064, -1.665344], [1.677516, -1.163202, -0.856702], [0.441171, -1.395474, -0.142764], [-0.478599, -2.663850, -0.735120], [-1.818457, -2.229878, -1.279354], [-2.916482, -2.237942, -0.240007], [-3.903839, -0.941850, -0.618279], [-5.178144, -0.776027, 0.399141], [-4.434497, -1.080950, -2.010252], [2.839929, -0.217734, -2.686499], [4.189130, 0.237786, -2.343822], [4.945906, 0.472149, -3.668956], [4.080910, 0.107079, -4.862936], [3.451341, 1.098972, -5.552953], [3.802299, -1.274382, -5.345470], [6.165374, -0.408545, -3.779076], [6.221995, -1.735404, -3.657747], [7.458066, 0.294853, -4.121999], [4.338382, 1.641672, -1.492613], [4.156043, 3.052299, -2.901775], [5.936361, 1.728824, -1.153538], [6.734510, 2.554241, -2.184824], [3.364546, 1.736241, -0.296500], [3.953041, 0.813794, 0.737357], [3.063169, 0.046770, 1.821178], [3.369887, 0.453800, 3.419179], [3.625661, -2.132281, 1.852167], [3.483266, 3.154905, 0.275343], [2.848336, 3.495251, 1.710421], [3.973163, 3.532261, 2.772579], [2.469765, 5.003141, 1.666566], [1.584657, 2.852410, 2.166864], [1.951440, 1.401275, -0.751796], [1.241234, 2.514743, -1.543815], [0.291380, 3.149566, -0.787293], [-0.879249, 3.513262, -0.192758], [-2.084819, -0.073293, -4.079358], [-1.292463, 1.734509, -4.125082], [-2.805095, 1.350910, -3.068489], [0.720691, -1.132162, -4.236965], [-0.218479, -0.440958, 0.100498], [0.743759, -1.793624, 0.944686], [0.203449, -3.226988, -1.513733], [-0.703958, -3.461380, 0.122861], [-2.020254, -2.889646, -2.079754], [-2.552515, -2.223392, 0.871985], [-3.573510, -3.208863, -0.462082], [-3.198613, 0.001292, -0.611255], [-5.957480, -1.607816, 0.134125], [-4.783086, -0.826978, 1.499681], [-5.652118, 0.299391, 0.190867], [-4.307527, -0.220725, -2.518744], [2.864775, -1.278459, -2.774307], [4.764971, -0.648941, -1.789200], [6.228586, 2.155896, -0.112191], [6.424183, 0.640506, -1.210719], [7.687506, 2.099963, -2.318409], [6.966591, 3.446442, -1.667825], [4.627751, -0.074369, 0.306122], [4.745646, 1.475398, 1.341916], [1.912815, 0.025514, 1.737233], [3.520570, -0.495033, 4.104544], [4.418314, 1.024111, 3.451665], [2.495650, 1.064967, 3.904723], [3.046502, 3.991672, -0.458743], [4.619591, 3.510339, 0.394256], [3.541828, 4.007377, 3.617053], [4.729351, 4.203475, 2.464244], [1.759871, 5.155034, 0.889667], [2.054274, 5.264820, 2.601229], [1.599923, 2.923962, 3.229565], [0.775362, 3.499810, 1.920607], [1.185802, 1.260322, 0.154377], [4.231743, 6.808829, -6.676461], [3.824502, 5.531601, -5.943357], [3.262228, 5.942691, -4.583607], [2.591400, 7.584798, -4.796050], [3.370854, 8.507603, -3.997917], [1.145470, 7.522868, -4.719206], [3.067701, 7.773003, -6.502897], [4.443622, 6.620671, -7.733028], [5.136443, 7.225751, -6.218057], [3.050678, 5.010850, -6.520378], [4.668071, 4.843516, -5.830100], [2.469291, 5.266106, -4.254970], [4.047557, 5.993014, -3.824398], [3.336439, 8.811503, -6.703601], [2.215802, 7.477462, -7.122550], [-7.425668, -5.737319, 1.945451], [-6.878077, -6.740726, 0.931587], [-5.651921, -6.107581, 0.276042], [-4.968884, -4.978139, 1.479985], [-5.100176, -3.628725, 0.972067], [-3.709339, -5.504462, 1.966791], [-6.218128, -5.237097, 2.724150], [-8.169518, -6.192271, 2.606006], [-7.904682, -4.903414, 1.418586], [-6.584718, -7.660991, 1.451189], [-7.629918, -7.011651, 0.183768], [-4.901773, -6.858749, 0.016150], [-5.925592, -5.531423, -0.612111], [-6.408861, -4.306648, 3.261615], [-5.849803, -6.002306, 3.413960], [-4.482132, -4.315375, 8.373736], [-5.960359, -4.436008, 8.741014], [-6.772673, -3.999283, 7.523030], [-5.759539, -4.351423, 6.094319], [-5.402459, -3.098527, 5.462750], [-6.343029, -5.453565, 5.355893], [-4.345698, -4.951094, 6.998237], [-3.839386, -4.807523, 9.109465], [-4.197580, -3.257348, 8.328497], [-6.191815, -5.480272, 8.983660], [-6.209763, -3.832141, 9.619103], [-7.712467, -4.552032, 7.447033], [-6.972874, -2.924432, 7.539932], [-3.425753, -4.668448, 6.483654], [-4.424572, -6.040683, 7.058408]],
  "forces_ev_per_angstrom": [[-1.7, 0.9, -0.2], [3.5, 0.1, -2.8], [-3.7, 0.3, -1.4], [0.4, -1.8, 3.8], [0.2, -0.7, -1.1], [-0.7, 1.7, -0.3], [-1.7, -1.6, 2.8], [0.2, -0.2, 0.5], [1.6, -1.3, 0.1], [-2.1, -0.3, -1.9], [0.3, 0.3, 0.7], [0.6, 0.7, -0.9], [1.0, 1.2, 0.8], [0.5, -0.1, 2.0], [0.7, -1.6, 1.2], [0.9, -3.7, -1.8], [-5.4, 5.6, -5.1], [5.0, -7.6, 5.1], [1.5, 4.0, 2.2], [2.4, -6.6, 0.0], [-0.5, 9.7, -0.6], [-4.5, -1.8, 1.2], [1.9, -0.6, -2.8], [-1.5, 0.0, 1.2], [2.3, -0.7, 0.4], [1.1, -0.3, 2.3], [0.8, 1.1, -0.7], [2.7, -2.3, 2.7], [-0.9, -0.3, 2.4], [1.0, 0.0, 0.2], [-0.2, 1.0, -0.5], [0.2, 3.7, 0.1], [0.0, 3.8, 1.5], [-1.2, 0.2, -0.3], [-0.3, -0.6, -1.6], [0.0, 0.1, 1.2], [-4.1, -0.9, 0.2], [-3.6, 3.3, 4.8], [-4.9, -1.5, 0.5], [10.1, -2.5, -4.9], [0.9, 1.9, 1.2], [-0.9, -2.2, 1.4], [2.3, -1.0, -0.5], [-0.2, 2.3, -0.2], [1.3, -1.8, -1.1], [-0.3, 1.0, -2.4], [-1.5, 1.2, 1.3], [1.0, 1.8, -1.4], [-0.1, 1.1, 1.5], [-0.6, 0.1, -2.2], [1.5, 2.3, 1.0], [-1.4, -1.7, 0.2], [1.6, 1.7, 0.8], [-1.0, 0.0, -2.0], [1.0, -2.4, 0.5], [-0.1, -1.7, 1.3], [0.0, 1.8, 0.1], [-1.0, 2.1, -0.9], [-1.1, -1.0, -1.6], [-1.4, 2.2, 0.4], [-1.7, 0.5, 0.2], [-0.4, -1.1, -1.1], [-1.8, 2.3, 0.2], [-2.0, -1.4, -1.3], [2.1, 0.2, -0.4], [-0.5, 1.9, -1.7], [-2.6, -1.0, 0.1], [1.9, -1.0, -1.2], [0.8, -2.5, 1.3], [-2.5, -1.4, -0.5], [0.8, -0.8, -1.2], [-1.4, -0.9, 0.2], [0.9, 0.0, 1.5], [0.5, -0.4, -1.6], [0.0, -0.5, -1.7], [1.5, -1.2, 0.2], [2.7, -0.1, -1.4], [0.3, 0.0, -0.1], [0.0, -0.3, -0.2], [0.2, -0.7, 0.2], [-0.5, 0.4, -0.1], [-0.4, -0.3, -0.1], [0.6, 0.2, 0.3], [0.2, 0.1, -0.5], [0.0, 0.0, 0.2], [-0.1, 0.0, -0.1], [0.1, 0.1, 0.1], [-0.1, 0.1, 0.0], [0.0, 0.3, 0.1], [-0.1, 0.2, -0.1], [-0.2, -0.1, 0.2], [0.1, 0.1, 0.2], [-0.2, 0.1, -0.1], [-0.2, -0.3, 0.0], [-0.1, -0.4, -0.6], [-0.3, -0.4, 0.6], [0.1, -0.4, 0.2], [0.0, 0.5, -0.3], [-0.2, -0.1, -0.1], [0.1, 0.1, -0.1], [0.0, -0.1, 0.1], [0.0, 0.1, -0.1], [0.2, 0.0, 0.1], [0.0, 0.3, 0.0], [0.1, 0.0, 0.2], [0.3, -0.1, -0.2], [0.0, 0.3, -0.4], [0.1, 0.2, 0.2], [0.0, -0.2, 0.4], [-0.5, 0.2, 0.4], [0.1, -0.2, 0.2], [-0.2, -0.5, -0.2], [0.1, 0.5, 0.6], [0.5, -0.2, 0.2], [-0.1, 0.1, -0.1], [0.0, -0.1, 0.0], [0.0, 0.2, 0.0], [0.0, -0.1, -0.2], [0.2, 0.2, -0.2], [0.1, -0.2, -0.2], [-0.2, 0.0, -0.1], [0.0, 0.1, -0.1]],
  "lowdin_charge": [-0.08, -0.09, -0.35, 0.04, -0.22, -0.17, -0.19, -0.16, -0.11, -0.16, -0.34, -0.09, -0.12, 0.06, -0.27, 0.00, -0.18, 0.03, 0.02, -0.18, 0.08, 0.00, -0.52, 0.96, -0.24, -0.10, -0.14, -0.18, -0.61, -0.20, 0.86, -0.08, -0.54, 0.04, 0.02, 0.06, -0.14, 0.12, -0.02, 0.04, 0.12, 0.13, 0.11, 0.14, 0.15, 0.09, 0.13, 0.13, 0.12, 0.14, 0.12, 0.13, 0.08, 0.09, 0.09, 0.08, 0.17, 0.17, 0.12, 0.15, 0.10, 0.09, 0.10, 0.14, 0.06, 0.04, 0.09, 0.07, 0.13, 0.16, 0.10, 0.10, 0.08, 0.10, 0.10, 0.09, 0.16, -0.22, -0.22, -0.28, 0.67, -0.32, -0.33, -0.23, 0.12, 0.12, 0.13, 0.11, 0.08, 0.08, 0.11, 0.11, -0.21, -0.22, -0.22, 0.68, -0.35, -0.33, -0.26, 0.12, 0.12, 0.12, 0.12, 0.11, 0.11, 0.09, 0.09, -0.22, -0.22, -0.22, 0.69, -0.31, -0.34, -0.23, 0.12, 0.12, 0.12, 0.12, 0.11, 0.11, 0.11, 0.11]
}